{"formula": "C28H27MnN5OSTe", "method": "ωB97M-V/def2-TZVPD", "total_charge": 2, "de_lowest_kcal_mol": 10.3, "orbital_gap_ev": [6.675, 6.697], "multiplicity": 2, "species": ["Mn", "N", "C", "N", "C", "N", "N", "C", "C", "C", "C", "C", "C", "N", "C", "C", "C", "C", "C", "C", "H", "H", "H", "H", "H", "H", "H", "H", "H", "H", "H", "O", "S", "C", "C", "C", "C", "C", "C", "C", "C", "C", "C", "C", "C", "H", "H", "H", "H", "H", "H", "H", "H", "H", "H", "C", "Te", "C", "H", "H", "H", "H", "H", "H"], "xyz": [[-0.681, -1.185, 0.721], [-3.333, 2.317, 0.825], [-2.695, 1.240, 0.386], [-1.951, 0.465, 1.131], [-1.903, 0.733, 2.517], [-1.239, -0.074, 3.290], [-0.675, -1.097, 2.641], [0.065, -1.931, 3.308], [0.705, -2.932, 2.515], [1.460, -3.985, 3.031], [1.937, -4.961, 2.181], [1.640, -4.873, 0.825], [0.915, -3.787, 0.374], [0.469, -2.818, 1.175], [-2.570, 1.894, 3.051], [-2.523, 2.249, 4.401], [-3.108, 3.424, 4.824], [-3.768, 4.252, 3.916], [-3.865, 3.897, 2.584], [-3.268, 2.720, 2.160], [-3.894, 2.869, 0.193], [-2.808, 1.006, -0.663], [0.120, -1.865, 4.387], [1.638, -4.022, 4.097], [2.523, -5.786, 2.562], [1.959, -5.635, 0.130], [0.679, -3.678, -0.678], [-2.019, 1.589, 5.093], [-3.045, 3.711, 5.864], [-4.213, 5.177, 4.257], [-4.389, 4.528, 1.877], [-0.954, -1.318, -1.238], [-1.023, -0.221, -2.310], [-1.029, -0.928, -3.949], [-0.297, -2.024, -4.376], [-0.324, -2.352, -5.721], [-1.057, -1.587, -6.621], [-1.792, -0.496, -6.180], [-1.786, -0.168, -4.834], [0.654, 0.425, -2.318], [1.708, -0.441, -2.067], [2.998, 0.063, -2.050], [3.218, 1.416, -2.275], [2.155, 2.272, -2.523], [0.858, 1.778, -2.539], [0.278, -2.622, -3.680], [0.239, -3.204, -6.075], [-1.057, -1.844, -7.672], [-2.365, 0.098, -6.878], [-2.364, 0.673, -4.469], [1.530, -1.500, -1.934], [3.832, -0.606, -1.882], [4.230, 1.801, -2.285], [2.332, 3.321, -2.716], [0.018, 2.432, -2.734], [2.356, 2.653, 1.810], [1.817, 0.594, 2.119], [3.834, -0.080, 1.805], [2.943, 2.972, 2.667], [1.447, 3.246, 1.754], [2.936, 2.768, 0.900], [4.303, 0.519, 1.031], [3.829, -1.131, 1.524], [4.368, 0.045, 2.742]]}